14 unconnected molecules or ions with the total composition C6H41NO13 at a distorted geometry, computed with ωB97M-V/def2-TZVPD.

Properties
HOMO energy in eV: -9.29
E_LUMO in eV: -0.268
E in eV: -34989.6387
Relative energy (zero: lowest compared OMol25 entry of this formula, charge and spin) in kJ/mol: 713.76
Strongest force on any atom in Eh/bohr: 0.1468
Kohn-Sham gap in eV: 9.0

Each atom is followed by the atoms it is bonded to, with distances in Å.
Cartesian coordinates (Å):
1 C 0.46 1.94 -2.21  C2 1.498, H8 1.055, H9 1.090, H10 1.108
2 C 0.70 1.52 -0.80  C1 1.498, N3 1.435, H11 1.160, H12 1.077
3 N -0.33 0.67 -0.27  C2 1.435, C6 1.474, H13 1.056
4 C -1.93 -0.83 2.18  C5 1.489, H14 1.178, H15 1.140, H16 1.069
5 C -2.25 0.08 1.04  C4 1.489, C6 1.580, H17 1.075, H18 1.083
6 C -1.07 1.13 0.91  N3 1.474, C5 1.580, C7 1.486, H19 1.076
7 C -1.79 2.43 0.79  C6 1.486, H20 1.025, H21 1.164, H22 1.153
8 H 0.94 2.88 -2.32  C1 1.055
9 H -0.57 1.77 -2.53  C1 1.090
10 H 1.02 1.18 -2.79  C1 1.108
11 H 0.55 2.36 -0.01  C2 1.160
12 H 1.71 1.26 -0.50  C2 1.077
13 H -0.98 0.26 -0.99  N3 1.056
14 H -2.79 -1.63 2.23  C4 1.178
15 H -1.00 -1.41 1.88  C4 1.140
16 H -1.83 -0.36 3.13  C4 1.069
17 H -3.15 0.67 1.12  C5 1.075
18 H -2.40 -0.46 0.12  C5 1.083
19 H -0.51 1.00 1.82  C6 1.076
20 H -1.93 2.73 -0.18  C7 1.025
21 H -2.91 2.52 1.09  C7 1.164
22 H -1.26 3.09 1.57  C7 1.153
23 H 2.66 2.65 1.74  O25 0.924
24 H 3.06 3.75 0.74  O25 0.917
25 O 2.37 3.28 1.12  H23 0.924, H24 0.917
26 H 3.69 1.33 -1.66  O28 1.019
27 H 4.26 0.47 -2.74  O28 0.927
28 O 4.16 1.37 -2.56  H26 1.019, H27 0.927
29 H 0.69 -4.19 3.14  O31 0.904
30 H 0.01 -2.87 3.50  O31 0.925
31 O 0.38 -3.66 3.80  H29 0.904, H30 0.925
32 H 3.23 -0.77 1.73  O34 0.930
33 H 1.97 -0.01 1.02  O34 1.020
34 O 2.31 -0.77 1.60  H32 0.930, H33 1.020
35 H 0.80 -3.57 0.85  O37 0.987
36 H 0.42 -2.01 0.89  O37 1.039
37 O 0.05 -2.97 1.06  H35 0.987, H36 1.039
38 H -4.69 -0.72 -1.39  O40 0.916
39 H -4.01 -1.68 -2.27  O40 1.056
40 O -4.51 -0.75 -2.29  H38 0.916, H39 1.056
41 H -2.77 0.05 -3.40  O43 1.023
42 H -1.76 -0.88 -2.62  O43 0.876
43 O -2.28 -0.85 -3.32  H41 1.023, H42 0.876
44 H 2.01 1.29 4.30  O46 0.930
45 H 1.83 0.38 3.44  O46 1.001
46 O 2.61 0.97 3.66  H44 0.930, H45 1.001
47 H 1.61 -1.41 -0.79  O49 0.976
48 H 2.74 -2.12 -0.22  O49 0.951
49 O 2.22 -2.15 -1.01  H47 0.976, H48 0.951
50 H -2.07 -3.09 0.62  O52 0.959
51 H -3.18 -2.31 0.31  O52 0.957
52 O -2.84 -3.17 0.06  H50 0.959, H51 0.957
53 H -3.06 2.95 -2.70  O55 0.950
54 H -1.56 2.81 -2.06  O55 0.943
55 O -2.30 3.35 -2.29  H53 0.950, H54 0.943
56 H -0.04 -3.20 -1.71  O58 1.057
57 H -0.23 -3.85 -3.04  O58 0.937
58 O -0.24 -2.97 -2.72  H56 1.057, H57 0.937
59 H 4.32 1.64 -0.23  O61 1.015
60 H 5.09 0.18 -0.04  O61 0.932
61 O 4.35 0.71 0.18  H59 1.015, H60 0.932